Record 1
Formula: C26H30N4OSSeV
Source: the Open Molecules 2025 dataset
Level of theory: the ωB97M-V functional and the def2-TZVPD basis

Each line ends with the Mulliken spin population.
CARTESIAN COORDINATES (ANGSTROEM)
V: -1.27 0.67 -0.99  2.12
N: 1.42 0.52 -4.21  0.00
C: 0.50 0.96 -3.28  -0.01
S: 1.06 1.43 -1.72  -0.02
N: -0.75 0.96 -3.66  0.02
N: -1.60 1.35 -2.66  -0.11
C: -2.57 2.17 -2.96  0.11
C: -3.28 2.90 -1.96  0.03
C: -4.30 3.79 -2.34  0.03
C: -4.93 4.60 -1.43  -0.03
C: -4.54 4.56 -0.09  0.04
C: -3.54 3.71 0.32  -0.02
C: -2.89 2.86 -0.59  0.04
O: -1.94 2.06 -0.18  -0.05
H: 2.36 0.79 -3.98  0.00
H: 1.15 0.67 -5.17  0.00
H: -2.74 2.39 -4.01  0.00
H: -4.59 3.82 -3.39  0.00
H: -5.72 5.27 -1.76  0.00
H: -5.04 5.21 0.63  0.00
H: -3.22 3.67 1.35  0.00
C: 0.69 -1.75 -1.38  0.02
N: -0.69 -1.39 -1.02  -0.03
C: -0.87 -1.77 0.40  -0.01
C: -1.63 -2.11 -1.89  -0.01
C: -3.02 -1.60 -1.60  -0.03
C: -4.15 -2.36 -1.85  -0.02
C: -5.40 -1.88 -1.49  0.03
C: -5.50 -0.64 -0.87  -0.02
C: -4.35 0.12 -0.65  0.03
C: -3.08 -0.32 -1.03  -0.12
H: 0.85 -2.83 -1.25  0.00
H: 1.39 -1.21 -0.75  -0.01
H: 0.89 -1.50 -2.42  0.00
H: -0.56 -2.81 0.56  0.00
H: -1.91 -1.66 0.70  0.00
H: -0.24 -1.12 1.02  0.00
H: -1.56 -3.19 -1.72  0.00
H: -1.35 -1.90 -2.92  -0.01
H: -4.06 -3.35 -2.30  0.00
H: -6.29 -2.47 -1.67  0.00
H: -6.46 -0.27 -0.56  0.00
H: -4.48 1.07 -0.15  0.01
C: 7.02 -2.07 4.42  0.00
C: 5.82 -1.49 3.73  0.00
C: 4.92 -2.29 3.02  0.00
C: 3.79 -1.77 2.41  0.00
C: 2.89 -2.69 1.64  0.00
C: 3.51 -0.39 2.50  0.00
Se: 1.90 0.33 1.77  0.01
C: 4.44 0.44 3.17  0.00
C: 4.28 1.94 3.26  0.00
C: 5.56 -0.13 3.77  0.00
H: 7.07 -3.15 4.28  0.00
H: 6.99 -1.87 5.50  0.00
H: 7.95 -1.63 4.04  0.00
H: 5.11 -3.36 2.96  0.00
H: 3.12 -3.74 1.87  0.00
H: 3.03 -2.54 0.56  0.00
H: 1.85 -2.48 1.87  0.00
H: 3.47 2.28 2.62  0.00
H: 5.21 2.43 2.97  0.00
H: 4.04 2.23 4.29  0.00
H: 6.26 0.53 4.29  0.00

⟨S²⟩: 2.0346
E in Eh: -5046.7195
Gap between HOMO and LUMO (alpha / beta) in eV: 5.47 / 5.03
E_HOMO (alpha / beta) in eV: -3.07 / -3.07
Total charge: -1
Multiplicity: 3

Record 2
Formula: C2H3Cl2F
Source: the Open Molecules 2025 dataset
Level of theory: the ωB97M-V functional and the def2-TZVPD basis

Each line ends with the Mulliken charge.
CARTESIAN COORDINATES (ANGSTROEM)
C: 0.00 0.85 -0.32  -0.85
C: -0.12 -0.56 0.30  0.65
H: 0.49 1.88 0.54  0.27
H: 1.15 0.54 -1.53  0.24
H: -1.47 0.80 -0.75  0.24
F: 0.12 -0.45 1.61  -0.21
Cl: -1.60 -1.47 0.10  -0.13
Cl: 1.42 -1.58 0.04  -0.21

E in Eh: -1098.0247
Gap between HOMO and LUMO in eV: 10.52
E_HOMO in eV: -10.71
Multiplicity: 1

Record 3
Formula: C5H9P
Source: the Open Molecules 2025 dataset
Level of theory: the ωB97M-V functional and the def2-TZVPD basis

Each line ends with the Mulliken charge.
CARTESIAN COORDINATES (ANGSTROEM)
C: 0.92 1.74 0.00  -0.73
C: -3.51 0.97 0.00  0.00
C: 0.24 0.59 -0.10  0.02
C: 1.34 -1.62 -0.29  -1.06
C: 0.60 -0.65 0.62  -0.57
P: -3.77 -0.52 -0.15  -0.32
H: 1.68 1.75 0.68  0.33
H: 0.61 2.69 -0.66  0.20
H: -0.61 0.49 -0.83  0.25
H: 1.43 -2.60 0.28  0.29
H: 0.89 -1.94 -1.18  0.37
H: 2.33 -1.20 -0.79  0.25
H: 1.19 -0.57 1.53  0.29
H: -0.19 -1.16 1.05  0.34
H: -3.14 2.01 -0.15  0.34

E in Eh: -537.1261
Gap between HOMO and LUMO in eV: 10.06
SMILES: C=CCC.C#P
E_HOMO in eV: -9.58
Multiplicity: 1

- What is the E in the third record?
  -537.1261 Eh

- Number 2 is which compound?
  C2H3Cl2F

Repeat the third record exactly.
Formula: C5H9P
Source: the Open Molecules 2025 dataset
Level of theory: the ωB97M-V functional and the def2-TZVPD basis

Each line ends with the Mulliken charge.
CARTESIAN COORDINATES (ANGSTROEM)
C: 0.92 1.74 0.00  -0.73
C: -3.51 0.97 0.00  0.00
C: 0.24 0.59 -0.10  0.02
C: 1.34 -1.62 -0.29  -1.06
C: 0.60 -0.65 0.62  -0.57
P: -3.77 -0.52 -0.15  -0.32
H: 1.68 1.75 0.68  0.33
H: 0.61 2.69 -0.66  0.20
H: -0.61 0.49 -0.83  0.25
H: 1.43 -2.60 0.28  0.29
H: 0.89 -1.94 -1.18  0.37
H: 2.33 -1.20 -0.79  0.25
H: 1.19 -0.57 1.53  0.29
H: -0.19 -1.16 1.05  0.34
H: -3.14 2.01 -0.15  0.34

E in Eh: -537.1261
Gap between HOMO and LUMO in eV: 10.06
SMILES: C=CCC.C#P
E_HOMO in eV: -9.58
Multiplicity: 1

- Among the records above, which one has the highest multiplicity?
  C26H30N4OSSeV